(1)
{
  "formula": "C17H27N3O6S",
  "method": "the ωB97M-V functional and the def2-TZVPD basis",
  "elements": ["C", "C", "H", "H", "O", "C", "O", "C", "C", "N", "C", "C", "S", "O", "O", "N", "H", "C", "C", "H", "C", "N", "C", "O", "O", "C", "C", "H", "H", "H", "H", "H", "C", "C", "H", "H", "H", "H", "H", "H", "H", "H", "C", "H", "H", "H", "H", "C", "H", "H", "H", "H", "H", "H"],
  "positions_angstrom": [[-6.60247, -0.88206, -0.80445], [-5.35281, -0.07413, -1.09776], [-5.09150, -0.11252, -2.16194], [-5.47894, 0.97640, -0.81538], [-4.27277, -0.62257, -0.33819], [-3.12919, 0.06355, -0.36528], [-2.97167, 1.05801, -1.03939], [-2.08778, -0.53463, 0.47203], [-1.80294, -1.86791, 0.68642], [-0.69644, -1.92025, 1.47802], [-0.26699, -0.66415, 1.80338], [-1.10447, 0.22197, 1.17634], [-1.16857, 1.99238, 1.33991], [-0.17950, 2.38016, 2.30761], [-2.52996, 2.34429, 1.60785], [-0.80557, 2.67911, -0.12565], [-1.63670, 2.57407, -0.69569], [0.41179, 2.38859, -0.86043], [1.63125, 2.48330, 0.05624], [1.68731, 3.48298, 0.48472], [2.90557, 2.15350, -0.72230], [2.78900, 0.83771, -1.31511], [3.19637, -0.28732, -0.68088], [2.88163, -1.40966, -1.00886], [4.03610, -0.01784, 0.34834], [4.66934, -1.14296, 0.95038], [5.91233, -1.56365, 0.17925], [5.63155, -1.89421, -0.81770], [6.60226, -0.72777, 0.09350], [6.40532, -2.38136, 0.69729], [3.95755, -1.97472, 0.99366], [4.92446, -0.81580, 1.96100], [1.69876, 0.73602, -2.26299], [0.37238, 1.02031, -1.55879], [-0.45250, 0.99426, -2.27171], [0.20470, 0.24073, -0.81604], [1.70502, -0.27241, -2.67910], [1.87606, 1.46021, -3.06335], [3.77398, 2.17392, -0.06606], [3.05391, 2.87179, -1.53488], [1.52053, 1.78007, 0.87905], [0.49479, 3.16761, -1.63321], [0.91704, -0.43505, 2.66701], [1.83841, -0.62433, 2.11427], [0.89582, -1.09723, 3.53128], [0.91155, 0.59875, 3.00251], [-0.24663, -2.77205, 1.77549], [-2.45122, -3.10207, 0.17643], [-1.76361, -3.66360, -0.45662], [-3.33300, -2.84048, -0.39833], [-2.75301, -3.74273, 1.00450], [-6.45818, -1.92015, -1.09229], [-6.82840, -0.84354, 0.25742], [-7.43999, -0.47258, -1.36154]],
  "lumo_ev": 0.6032,
  "total_charge": 0,
  "orbital_gap_ha": 0.3387,
  "homo_energy_ev": -8.61
}



(2)
{
  "formula": "C4H12Br2N3",
  "method": "the ωB97M-V functional and the def2-TZVPD basis",
  "elements": ["Br", "Br", "C", "C", "H", "H", "H", "H", "C", "N", "N", "N", "C", "H", "H", "H", "H", "H", "H", "H", "H"],
  "positions_angstrom": [[-3.06322, 0.31558, -0.15650], [-1.00541, 2.03151, 2.23367], [-3.46423, 1.96391, 0.76050], [-2.93222, 1.98652, 2.16974], [-3.05477, 2.78871, 0.14608], [-4.56668, 2.06388, 0.76639], [-3.28865, 2.89140, 2.69850], [-3.25896, 1.10475, 2.75385], [1.67538, -1.07512, -1.50968], [2.80132, -1.68264, -1.88995], [1.42699, -0.89256, -0.21765], [0.80365, -0.65369, -2.43331], [2.32179, -1.32020, 0.85301], [3.46981, -2.00600, -1.18634], [2.99606, -1.82502, -2.88410], [0.55475, -0.42345, 0.03861], [-0.06038, -0.18765, -2.14557], [1.00092, -0.79737, -3.42677], [1.86556, -1.04146, 1.81777], [3.30584, -0.82827, 0.77401], [2.47239, -2.41276, 0.83768]],
  "lumo_ev": -2.8786,
  "total_charge": 1,
  "orbital_gap_ha": 0.3681,
  "homo_energy_ev": -12.89
}



(3)
{
  "formula": "C24H21IrN6O6S3",
  "method": "the ωB97M-V functional and the def2-TZVPD basis",
  "elements": ["Ir", "C", "C", "N", "C", "S", "N", "N", "C", "C", "C", "C", "C", "C", "C", "N", "H", "H", "H", "H", "H", "H", "H", "H", "H", "H", "H", "H", "H", "O", "S", "O", "N", "C", "O", "C", "C", "C", "C", "C", "C", "H", "H", "H", "H", "O", "S", "O", "N", "C", "O", "C", "C", "C", "C", "C", "C", "H", "H", "H", "H"],
  "positions_angstrom": [[0.42620, -0.26557, -0.07718], [-2.54167, 1.22240, 4.47715], [-2.21533, -0.18856, 4.02006], [-2.71604, -0.47979, 2.67458], [-2.04201, -0.26615, 1.55775], [-0.49619, 0.68221, 1.61857], [-2.45429, -0.64580, 0.38500], [-1.52870, -0.30594, -0.56235], [-1.89645, 0.07827, -1.73606], [-3.29813, 0.00195, -2.22034], [-0.80818, 0.69348, -2.51624], [-0.98432, 1.16695, -3.79699], [0.07262, 1.81197, -4.43458], [1.26760, 1.95813, -3.75136], [1.38117, 1.45451, -2.46441], [0.36764, 0.84249, -1.85270], [-2.16373, 1.38463, 5.48577], [-3.61779, 1.39255, 4.48102], [-2.08088, 1.96476, 3.82300], [-2.65862, -0.92845, 4.68426], [-1.13711, -0.36646, 4.03114], [-3.55402, -1.03466, 2.56887], [-3.92025, -0.50798, -1.49289], [-3.32770, -0.54400, -3.16458], [-3.69446, 1.00430, -2.39403], [-1.93825, 1.03646, -4.28593], [-0.04284, 2.19268, -5.43966], [2.12106, 2.45106, -4.19269], [2.29622, 1.57807, -1.91085], [-1.73501, -3.30138, 1.15352], [-0.38439, -3.30868, 0.66533], [-0.17664, -3.52195, -0.73665], [0.42964, -1.91499, 1.08780], [1.33242, -2.08069, 2.14541], [1.98203, -1.17990, 2.63263], [1.37203, -3.51457, 2.53544], [2.15370, -4.07471, 3.52906], [2.10266, -5.45114, 3.69764], [1.28815, -6.24431, 2.89149], [0.49444, -5.68080, 1.90011], [0.56898, -4.31202, 1.74835], [2.79136, -3.44698, 4.13644], [2.70791, -5.91988, 4.46172], [1.27146, -7.31536, 3.04092], [-0.14737, -6.28682, 1.27611], [2.93997, -3.11261, 0.14079], [3.24077, -2.05062, -0.76537], [3.06496, -2.25628, -2.17110], [2.42205, -0.62906, -0.35268], [3.26937, 0.38828, -0.02041], [2.85777, 1.50485, 0.25804], [4.69018, -0.04008, -0.05942], [5.80530, 0.72550, 0.23821], [7.04892, 0.12198, 0.12831], [7.17075, -1.20909, -0.27174], [6.05304, -1.97723, -0.57036], [4.82510, -1.35735, -0.44881], [5.69195, 1.75519, 0.54810], [7.94081, 0.68910, 0.35773], [8.15407, -1.65313, -0.34810], [6.14218, -3.00934, -0.87903]],
  "lumo_ev": [-4.9347, -6.1342],
  "total_charge": 1,
  "spin_multiplicity": 2,
  "orbital_gap_ha": [0.2563, 0.2092],
  "s_squared": 0.7590,
  "homo_energy_ev": [-11.91, -11.83]
}



(4)
{
  "formula": "C5H10O3",
  "method": "the ωB97M-V functional and the def2-TZVPD basis",
  "elements": ["C", "C", "C", "C", "C", "O", "O", "O", "H", "H", "H", "H", "H", "H", "H", "H", "H", "H"],
  "positions_angstrom": [[1.43054, 2.48424, -0.93764], [0.68428, 1.63971, -1.60081], [0.89620, -2.44956, 1.27580], [-0.45314, -1.93710, 0.78589], [-1.24473, 0.03487, 0.08278], [-1.60968, 1.31146, 0.58177], [-2.19677, -0.40871, -0.76868], [-0.55377, -0.64102, 0.92236], [2.06598, 2.29563, -0.02074], [1.41820, 3.46363, -1.29382], [0.77704, 0.58465, -1.33537], [1.80956, -2.04450, 0.90439], [1.05307, -2.20048, 2.31417], [0.87205, -3.59388, 1.18135], [-1.00803, -2.63331, 0.16115], [0.03999, 1.96732, -2.42710], [-1.03669, 1.89703, 1.04260], [-2.94406, 0.23003, -0.86812]],
  "lumo_ev": [0.8454, 0.5081],
  "total_charge": 0,
  "spin_multiplicity": 3,
  "orbital_gap_ha": [0.2416, 0.3885],
  "s_squared": 2.0057,
  "homo_energy_ev": [-5.73, -10.06]
}



(5)
{
  "formula": "C4H11N3",
  "method": "the ωB97M-V functional and the def2-TZVPD basis",
  "elements": ["C", "C", "C", "N", "N", "C", "N", "H", "H", "H", "H", "H", "H", "H", "H", "H", "H", "H"],
  "positions_angstrom": [[-0.50042, -1.78282, 0.23421], [1.68527, -0.78790, 0.50071], [-1.18719, 1.76875, 0.79916], [0.25902, -0.55607, 0.39431], [-1.11620, 1.02773, -0.46040], [-0.03275, 0.59419, -1.01343], [0.40874, 0.33537, -2.13840], [-1.31921, 1.85413, -1.40353], [1.31773, 0.60203, -2.48987], [2.20621, 0.14749, 0.73179], [-0.22135, -2.31212, -0.68991], [-0.31322, -2.47217, 1.07067], [-1.57353, -1.57776, 0.19737], [2.11037, -1.22734, -0.41447], [1.90084, -1.46801, 1.33880], [-0.22836, 2.21147, 1.07392], [-1.92166, 2.56816, 0.68240], [-1.47427, 1.07488, 1.58668]],
  "lumo_ev": 0.5564,
  "total_charge": 0,
  "orbital_gap_ha": 0.2992,
  "homo_energy_ev": -7.58
}



(6)
{
  "formula": "C12H12N2O3S",
  "method": "the ωB97M-V functional and the def2-TZVPD basis",
  "elements": ["O", "O", "O", "C", "C", "C", "C", "C", "C", "C", "C", "C", "C", "N", "N", "S", "C", "C", "H", "H", "H", "H", "H", "H", "H", "H", "H", "H", "H", "H"],
  "positions_angstrom": [[1.79173, -1.48926, -1.64127], [0.52775, 0.44650, -5.75371], [-0.54111, -0.88489, 5.17354], [0.76356, -0.91952, -1.39914], [0.28429, 0.46624, -4.62709], [0.29972, -0.20463, -2.62225], [-0.97506, 0.13383, -2.99538], [0.28635, -1.68130, 1.08961], [0.19492, 0.68686, 0.43206], [0.12417, -1.39725, 2.42582], [-0.11383, 0.95871, 1.76507], [0.35638, -0.68395, 0.01384], [-0.04801, -0.03749, 2.78223], [1.09610, 0.05586, -3.62278], [-0.95007, 0.78923, -4.14870], [-0.33986, 0.46585, 4.53476], [-2.28909, -0.00491, -2.25833], [1.36499, 1.03265, 4.88707], [0.51185, -2.71133, 0.93348], [0.35669, 1.55955, -0.26452], [0.11475, -2.12406, 3.17039], [-0.33582, 2.04496, 2.05273], [1.89167, -0.58377, -3.85026], [-1.64938, 0.73829, -4.86214], [-2.96890, -0.72507, -2.74329], [-2.86472, 0.94955, -2.26612], [-2.11678, -0.29238, -1.20815], [1.34648, 1.99294, 5.30287], [2.06199, 0.91685, 4.03108], [1.81923, 0.50193, 5.66858]],
  "lumo_ev": -0.2360,
  "total_charge": 0,
  "orbital_gap_ha": 0.2885,
  "homo_energy_ev": -8.09
}



In the order shown, the computed total energy values come out to -1677.94363 -5471.71397 -3005.81561 -422.00865 -323.11408 -1197.81561 hartree.
In the order shown, the computed relative energy (zero: lowest compared OMol25 entry of this formula, charge and spin) values come out to 0.069 0.240 0.702 1.163 5.237 3.631 eV.